Record 1
# C4H11NO

A cluster of 2 separate species, C4H11NO in total at a distorted geometry (ωB97M-V with the def2-TZVPD basis set, the Open Molecules 2025 dataset).

E_LUMO   0.8 eV
E_HOMO   -9.170 eV
2S+1   1
Energy above the lowest of the compared OMol25 structures with the same formula, charge and spin   2.342 eV

Structure (XYZ):
```
17
Properties=species:S:1:pos:R:3:forces:R:3
C -0.0323 0.5155 -1.9995 1.4677 -0.4691 1.0640
N -0.3140 0.6325 -0.5643 -1.3321 1.4024 0.1545
C 0.7406 0.8231 0.4242 0.9197 -0.6384 0.0845
C 2.2225 -1.0592 1.1313 0.2077 -0.3657 -0.7164
C 1.0156 -0.5129 1.0808 0.0837 1.0561 0.7191
H -0.8237 0.9438 -2.6007 -0.1714 -0.0678 0.0181
H 0.1089 -0.5436 -2.2014 -0.1399 -0.0482 -0.4735
H 0.9254 1.0088 -2.2232 -0.1735 0.0814 -0.3077
H -0.8600 1.4750 -0.4346 -0.3988 -0.2420 -0.3223
H 1.7011 1.1398 0.0037 -0.0710 0.3088 -0.2657
H 0.4022 1.6107 1.0992 0.0404 -0.2025 0.2593
H 2.3726 -2.1318 1.1551 -0.0235 -0.0108 1.0947
H 3.1233 -0.4786 0.9433 -0.1992 -0.0223 -0.6295
H 0.1616 -0.9127 1.6094 -0.2561 -0.7904 -0.6516
H -3.8266 -0.2565 0.3832 0.1235 0.0151 -0.0578
H -3.0110 -1.2960 1.1597 -0.1292 0.1399 -0.1254
O -3.9062 -0.9578 1.0339 0.0519 -0.1463 0.1555
```
Positions in Å, forces in eV/Å.

Formally, the natural (NBO) partial charges of the atoms, in units of the elementary charge, are as follows: number 1, C, carries -0.4109; number 2, N, carries -0.6274; number 3, C, carries -0.2614; number 4, C, carries -0.4039; number 5, C, carries -0.1666; number 6, H, carries 0.2036; number 7, H, carries 0.1943; number 8, H, carries 0.1694; number 9, H, carries 0.3508; number 10, H, carries 0.1706; number 11, H, carries 0.1957; number 12, H, carries 0.2029; number 13, H, carries 0.1871; number 14, H, carries 0.1959; number 15, H, carries 0.4692; number 16, H, carries 0.4721; number 17, O, carries -0.9413

=====

Record 2
# C4H19NO5

A cluster of 6 separate species, C4H19NO5 in total at a distorted geometry (ωB97M-V with the def2-TZVPD basis set, the Open Molecules 2025 dataset).

E_LUMO   0.4 eV
E_HOMO   -7.990 eV
2S+1   1
Energy above the lowest of the compared OMol25 structures with the same formula, charge and spin   0.937 eV

Structure (XYZ):
```
29
Properties=species:S:1:pos:R:3:forces:R:3
C -2.1705 -0.3822 0.1205 -1.4834 -0.9059 -0.0060
N -0.5047 1.1323 1.9832 0.3801 -0.0748 -0.3492
C 0.0372 0.1444 1.1522 0.0177 -0.6208 -1.6835
C -0.6991 -0.5339 0.2649 -0.3631 0.7890 -0.0279
C 1.5271 -0.0175 1.0912 0.9494 0.5538 2.1768
H -2.5662 -0.4144 -0.9003 0.6041 0.4243 -0.2309
H -2.7357 -1.2471 0.5112 0.3297 0.0588 0.3870
H -2.6437 0.4806 0.5969 0.2923 0.1578 -0.0289
H -1.4821 0.9955 2.1619 -0.1042 0.1052 0.3293
H 0.0515 1.3452 2.7898 -0.0707 0.0728 0.2046
H -0.1986 -1.0759 -0.5163 0.1232 -0.3269 0.1318
H 1.9588 0.6923 1.8122 0.1149 0.0957 -0.1425
H 2.0954 0.0937 0.1762 -0.6548 0.1191 -0.4824
H 1.8560 -0.9746 1.4993 -0.3127 -0.1908 -0.1130
H -0.5483 2.4419 -0.4116 -0.1150 0.3934 -0.2056
H 0.7565 1.8319 -0.3319 0.3264 0.1283 -0.3687
O 0.3078 2.5130 -0.8590 -0.3252 -0.2614 0.6586
H 0.1057 -0.2191 4.3452 0.5278 -0.2098 0.0049
H -1.0492 -1.0682 4.0949 -0.0409 -0.5592 -0.2207
O -0.0869 -1.1094 4.0227 -0.4348 0.5649 0.4227
H -1.4546 -1.6934 -3.0428 0.1805 -0.0279 -0.0279
H -0.4416 -0.5760 -3.4208 0.2809 -0.2270 0.4366
O -0.5146 -1.4810 -3.0575 -0.3110 -0.0563 -0.2084
H 2.7932 -1.2940 -2.2351 -0.6150 -0.4090 -0.2053
H 1.2754 -1.7270 -1.8962 0.2053 0.1033 -0.7298
O 2.1082 -1.3709 -1.5610 0.4730 0.2727 0.5628
H 1.4480 0.8660 -2.6647 -0.0348 -0.2121 0.0702
H 0.1661 1.6733 -2.6041 0.3347 -0.2503 -0.0013
O 0.6090 0.9747 -3.1210 -0.2744 0.4930 -0.3536
```
Positions in Å, forces in eV/Å.

Formally, the natural (NBO) partial charges of the atoms, in units of the elementary charge, are as follows: number 1, C, carries -0.6544; number 2, N, carries -0.8367; number 3, C, carries 0.1702; number 4, C, carries -0.2975; number 5, C, carries -0.6777; number 6, H, carries 0.2175; number 7, H, carries 0.2136; number 8, H, carries 0.1905; number 9, H, carries 0.3777; number 10, H, carries 0.3696; number 11, H, carries 0.2220; number 12, H, carries 0.1923; number 13, H, carries 0.2530; number 14, H, carries 0.2472; number 15, H, carries 0.4793; number 16, H, carries 0.4834; number 17, O, carries -0.9488; number 18, H, carries 0.4537; number 19, H, carries 0.4629; number 20, O, carries -0.9138; number 21, H, carries 0.4689; number 22, H, carries 0.5100; number 23, O, carries -0.9857; number 24, H, carries 0.4774; number 25, H, carries 0.5101; number 26, O, carries -0.9851; number 27, H, carries 0.4795; number 28, H, carries 0.5033; number 29, O, carries -0.9824

=====

Record 3
# C11H39ClN15O12

A cluster of 9 separate species, C11H39ClN15O12 in total at a distorted geometry (ωB97M-V with the def2-TZVPD basis set, the Open Molecules 2025 dataset).

E_LUMO   2.0 eV
Total charge   -1
E_HOMO   -7.051 eV
2S+1   1
Energy above the lowest of the compared OMol25 structures with the same formula, charge and spin   4.746 eV

Structure (XYZ):
```
78
Properties=species:S:1:pos:R:3:forces:R:3
Cl 0.8904 0.9719 0.8619 0.5747 0.7790 -0.9687
O 0.3690 1.7493 -0.2633 0.2043 -0.4589 0.6653
O 2.3288 1.2004 0.9684 -0.9034 -0.2651 0.0395
O 0.2446 1.4432 2.0826 -0.0481 -0.6010 -0.2190
O 0.6342 -0.4393 0.6264 0.0097 0.5419 0.6939
C -2.0318 4.9533 2.1902 0.1971 0.4135 -4.4387
O -2.2795 5.0971 0.9807 0.7447 -0.9123 0.2997
N -1.0878 4.3148 2.8092 3.7017 -3.3913 -0.2869
N -2.6497 5.6123 3.0754 -4.7714 3.9462 4.5255
H -0.5073 3.6891 2.2692 0.0967 -0.2506 0.4367
H -1.0841 4.2954 3.8188 0.4738 -0.3364 -0.5746
H -2.5691 5.2736 4.0234 -0.5302 0.6876 -0.1311
H -3.4099 6.2352 2.8429 0.1216 -0.3561 0.0040
C 3.4614 3.4812 -2.1267 1.9126 2.6044 -4.3884
O 4.3222 4.1299 -2.7691 -0.7026 -1.5872 0.2372
N 2.4895 2.7144 -2.5781 -0.5258 -1.5911 -1.9491
N 3.2266 3.7105 -0.8965 0.6118 1.1892 7.2026
H 2.3697 2.6572 -3.5792 -0.4894 -0.3394 0.4783
H 1.8669 2.4636 -1.8234 -0.8607 -0.6387 -1.2813
H 2.6531 3.0762 -0.3591 0.0209 0.0200 0.0266
H 3.9907 4.0558 -0.3334 -0.0488 0.2302 -0.2587
C -0.5805 -4.4940 0.4359 -0.4856 -1.2949 0.7539
O 0.5064 -4.6706 -0.0312 1.6066 -0.7372 -1.0104
N -1.1139 -3.3441 0.7041 0.0542 3.9941 -0.2150
N -1.4603 -5.3958 0.8855 -1.0751 -3.7472 0.4509
H -1.9925 -3.3322 1.2018 0.5055 1.2696 -0.2766
H -0.4805 -2.6080 0.4261 -0.8971 0.9240 0.5041
H -1.3074 -6.3856 0.7561 -0.0662 0.3134 0.0205
H -2.3615 -5.0855 1.2193 0.2841 -0.5439 -0.2162
C -3.2850 -0.4088 1.6042 -2.7475 -2.1274 0.3977
O -4.3491 -1.0321 1.4412 0.4057 -1.1239 1.9980
N -3.0217 0.3922 0.6420 2.6196 4.2982 -4.4131
N -2.3788 -0.4042 2.5918 0.0194 -0.8655 0.9583
H -2.0999 0.7841 0.5120 0.0249 0.0618 0.1915
H -3.5878 0.4631 -0.1913 -0.2972 -0.4985 0.7002
H -1.6523 0.2972 2.5785 -0.0813 -0.1941 0.2006
H -2.4963 -1.0132 3.3889 0.1401 0.3885 0.1047
C -3.4114 3.6031 -2.2626 -2.1274 0.0046 -2.6158
O -4.2562 3.4035 -3.1504 0.4872 -0.5995 0.5831
N -2.7111 2.7244 -1.6043 1.2767 -4.4298 1.7988
N -3.0206 4.7965 -1.9317 0.4551 4.3605 0.4602
H -2.9739 1.7497 -1.6310 0.0041 0.3654 -0.3412
H -2.0903 2.9561 -0.8421 -0.1006 0.2888 -0.2505
H -3.4586 5.5567 -2.4320 0.0672 -0.1200 0.3543
H -2.6365 4.9589 -1.0118 0.0384 0.2966 -0.0399
C 3.4471 -2.5976 2.5263 1.1837 -5.0551 0.4859
O 4.3576 -3.2699 2.9696 1.3689 -0.3950 1.3380
N 3.6044 -1.5961 1.7537 1.2849 4.9254 -2.1492
N 2.2129 -3.0597 2.4464 -3.0123 0.1374 0.8518
H 4.5632 -1.3524 1.5507 -0.4095 0.5546 0.1719
H 2.8375 -0.9407 1.7060 0.6438 0.4504 -0.7575
H 1.8936 -3.9279 2.8514 0.0933 0.4981 -0.0334
H 1.6113 -2.3271 2.0980 -1.0371 -1.1247 -0.1230
C -0.3713 -1.4974 5.3996 0.8063 0.8662 -1.5319
O -1.4842 -1.0734 5.3678 -3.3033 0.7231 0.2314
N 0.1458 -2.1764 6.3942 1.1531 -1.8298 2.6547
N 0.4826 -1.2742 4.3975 1.5133 0.1689 -1.1301
H -0.4581 -2.4847 7.1426 0.3049 0.1868 -0.1850
H 1.1405 -2.3475 6.4288 -0.4021 -0.1735 0.2173
H 0.2032 -0.7107 3.6074 0.1232 -0.0908 0.2080
H 1.4118 -1.6671 4.4425 -0.2234 0.1854 -0.4683
C 1.0286 -1.5538 -2.4453 0.3838 1.4544 1.1173
C 0.7695 -1.9533 -3.8851 1.1428 -1.0974 2.0991
C 2.0201 -1.8053 -4.7801 -0.3082 0.0458 0.6577
O 1.6402 -2.2585 -6.0250 -0.1127 -0.0148 -1.9244
C 0.8635 -1.3175 -6.7825 0.1560 -1.2711 -0.1042
N 0.5084 -3.4180 -3.7763 0.2891 0.5512 -1.3277
H 0.1462 -1.3849 -1.8282 -0.3932 0.1923 -0.4115
H 1.6375 -0.6549 -2.3485 -0.2559 0.5329 -0.2748
H 1.5979 -2.2116 -1.7884 0.1250 -0.9157 -0.7745
H -0.1069 -1.4691 -4.3158 0.1803 0.5372 0.0359
H 2.8378 -2.4204 -4.4043 -0.2815 -0.4665 0.1215
H 2.5182 -0.8578 -4.9864 -0.5531 0.8538 0.9339
H -0.1908 -1.4368 -6.5325 -0.2006 -0.1614 -0.3472
H 1.1149 -1.6331 -7.7950 -0.6305 0.3776 -0.2112
H 1.0494 -0.2494 -6.6694 0.7584 -0.0102 0.3888
H 0.2025 -3.6565 -4.7089 -0.1889 -0.7397 -0.0834
H -0.2432 -3.6124 -3.1302 -0.0986 0.1366 0.1132
```
Positions in Å, forces in eV/Å.

Formally, the Löwdin partial charges of the atoms, in units of the elementary charge, are as follows: number 1, Cl, carries 0.6854; number 2, O, carries -0.3600; number 3, O, carries -0.3513; number 4, O, carries -0.3725; number 5, O, carries -0.3579; number 6, C, carries -0.7555; number 7, O, carries 0.0120; number 8, N, carries 0.1844; number 9, N, carries 0.1535; number 10, H, carries 0.0959; number 11, H, carries 0.1183; number 12, H, carries 0.1143; number 13, H, carries 0.1306; number 14, C, carries -0.7604; number 15, O, carries -0.0254; number 16, N, carries 0.1746; number 17, N, carries 0.1575; number 18, H, carries 0.1198; number 19, H, carries 0.0701; number 20, H, carries 0.0676; number 21, H, carries 0.1240; number 22, C, carries -0.7928; number 23, O, carries 0.0572; number 24, N, carries 0.1735; number 25, N, carries 0.1380; number 26, H, carries 0.1082; number 27, H, carries 0.0886; number 28, H, carries 0.1067; number 29, H, carries 0.0974; number 30, C, carries -0.7439; number 31, O, carries -0.0200; number 32, N, carries 0.1621; number 33, N, carries 0.1887; number 34, H, carries 0.0776; number 35, H, carries 0.1091; number 36, H, carries 0.0648; number 37, H, carries 0.0839; number 38, C, carries -0.7656; number 39, O, carries -0.0120; number 40, N, carries 0.1753; number 41, N, carries 0.1594; number 42, H, carries 0.0938; number 43, H, carries 0.0908; number 44, H, carries 0.1162; number 45, H, carries 0.0588; number 46, C, carries -0.8080; number 47, O, carries 0.0150; number 48, N, carries 0.1856; number 49, N, carries 0.1685; number 50, H, carries 0.1324; number 51, H, carries 0.0661; number 52, H, carries 0.1247; number 53, H, carries 0.0688; number 54, C, carries -0.7725; number 55, O, carries 0.0438; number 56, N, carries 0.1649; number 57, N, carries 0.1782; number 58, H, carries 0.1175; number 59, H, carries 0.1100; number 60, H, carries 0.0786; number 61, H, carries 0.0885; number 62, C, carries -0.0807; number 63, C, carries -0.3922; number 64, C, carries -0.2238; number 65, O, carries -0.2092; number 66, C, carries -0.0933; number 67, N, carries 0.0422; number 68, H, carries 0.0584; number 69, H, carries 0.0665; number 70, H, carries 0.0830; number 71, H, carries 0.1232; number 72, H, carries 0.1303; number 73, H, carries 0.1197; number 74, H, carries 0.0772; number 75, H, carries 0.0874; number 76, H, carries 0.0868; number 77, H, carries 0.0560; number 78, H, carries 0.0657

=====

In the order shown, the computed Kohn-Sham gap values come out to 10.01; 8.40; 9.08 eV.